This record from the Open Molecules 2025 dataset describes 3 unconnected molecules or ions with the total composition C14H31IN3O7 in a non-equilibrium geometry. The level of theory is ωB97M-V/def2-TZVPD.

Each atom is followed by the atoms it is bonded to, with distances in Å.
CARTESIAN COORDINATES (ANGSTROEM)
1 C -2.0448 2.7517 3.0981  N2 1.511, H14 1.189, H15 1.181, H16 1.194
2 N -1.0051 2.7795 2.0013  C1 1.511, C3 1.507, C7 1.506
3 C -1.5968 2.7658 0.6149  N2 1.507, C4 1.658, H17 1.195, H18 1.194
4 C -0.5149 2.4098 -0.5903  C3 1.658, O5 1.334, I6 2.228
5 O 0.1844 3.3027 -1.2933  C4 1.334
6 I -0.2892 0.2460 -1.0697  C4 2.228
7 C 0.0545 3.8300 2.2062  N2 1.506, C8 1.673, C11 1.637, H19 1.194
8 C 1.5833 3.1576 2.1106  C7 1.673, O9 1.478, H20 1.170, H21 1.193
9 O 1.4498 1.7273 2.4586  C8 1.478, O10 1.305
10 O 1.9865 1.0985 1.4484  O9 1.305, H22 1.021
11 C -0.1059 5.1918 1.3113  C7 1.637, O12 1.362, O13 1.491
12 O 0.9699 5.5730 0.5678  C11 1.362
13 O -1.3393 6.0278 1.2466  C11 1.491
14 H -1.6514 2.1862 4.0668  C1 1.189
15 H -2.3301 3.8711 3.3433  C1 1.181
16 H -3.0249 2.1615 2.7578  C1 1.194
17 H -2.3727 1.8573 0.5987  C3 1.195
18 H -2.2688 3.7200 0.3616  C3 1.194
19 H -0.0358 4.1749 3.3460  C7 1.194
20 H 2.0587 3.2508 1.0458  C8 1.170
21 H 2.2190 3.7121 2.9540  C8 1.193
22 H 1.6355 0.1402 1.4149  O10 1.021
23 C -3.7819 -2.4224 -6.0280  C24 1.527, H29 1.093, H30 1.097, H31 1.095
24 C -3.6467 -0.9090 -5.8727  C23 1.527, C25 1.547, N28 1.470, H32 1.096
25 C -2.8349 -0.4841 -4.6267  C24 1.547, O26 1.432, H33 1.096, H34 1.096
26 O -3.5465 -0.6022 -3.3900  C25 1.432, C27 1.420
27 C -3.5833 -1.9188 -2.8583  O26 1.420, H35 1.094, H36 1.091, H37 1.093
28 N -4.9884 -0.3075 -5.8731  C24 1.470, H38 1.021, H39 1.025
29 H -4.5256 -2.8521 -5.3526  C23 1.093
30 H -4.1002 -2.6727 -7.0475  C23 1.097
31 H -2.8257 -2.9234 -5.8454  C23 1.095
32 H -3.1066 -0.5428 -6.7535  C24 1.096
33 H -2.5974 0.5815 -4.7264  C25 1.096
34 H -1.8750 -1.0108 -4.5715  C25 1.096
35 H -2.6625 -2.4731 -3.0616  C27 1.094
36 H -4.4485 -2.4547 -3.2510  C27 1.091
37 H -3.7099 -1.8420 -1.7752  C27 1.093
38 H -4.8906 0.7083 -5.8760  N28 1.021
39 H -5.4116 -0.5068 -4.9614  N28 1.025
40 C 3.9399 -1.4938 4.0597  C41 1.527, H46 1.093, H47 1.097, H48 1.095
41 C 3.1553 -2.6779 3.4983  C40 1.527, C42 1.547, N45 1.470, H49 1.096
42 C 4.0477 -3.7575 2.8423  C41 1.547, O43 1.432, H50 1.096, H51 1.096
43 O 4.5465 -3.4042 1.5477  C42 1.432, C44 1.420
44 C 5.6799 -2.5483 1.5697  O43 1.420, H52 1.094, H53 1.091, H54 1.093
45 N 2.1392 -2.1760 2.5616  C41 1.470, H55 1.021, H56 1.025
46 H 4.2709 -0.7997 3.2835  C40 1.093
47 H 3.3140 -0.9174 4.7519  C40 1.097
48 H 4.8220 -1.8332 4.6124  C40 1.095
49 H 2.6397 -3.1507 4.3423  C41 1.096
50 H 3.4340 -4.6521 2.6847  C42 1.096
51 H 4.8688 -4.0585 3.5033  C42 1.096
52 H 6.3398 -2.7571 2.4166  C44 1.094
53 H 5.3589 -1.5058 1.5810  C44 1.091
54 H 6.2413 -2.7077 0.6451  C44 1.093
55 H 1.5497 -2.9566 2.2706  N45 1.021
56 H 2.6253 -1.9066 1.7007  N45 1.025

Values from the calculation:
Frontier orbital gap   6.27 eV
HOMO   -4.25 eV
Energy relative to the best compared isomer or geometry (same formula, charge and spin)   122.74 kcal/mol
Energy   -41915.9253 eV
Charge   -1

These are the Mulliken partial charges, in e, on atoms 1 to 5: number 1, C, carries -0.872; number 2, N, carries 0.315; number 3, C, carries -0.549; number 4, C, carries 0.199; number 5, O, carries -0.461